Formula: C90H184N12O5
Source: OMol25
Level of theory: ωB97M-V/def2-TZVPD

Each line ends with the Mulliken charge.
Atoms and positions in Å:
C1 -8.95 -0.86 -0.87  -1.656
C2 -9.40 0.60 -0.83  1.020
C3 -10.33 0.88 0.46  -0.893
C4 -10.47 2.34 0.79  -0.764
C5 -9.15 3.08 0.95  -1.016
C6 -8.29 2.98 -0.29  1.358
N1 -8.21 1.50 -0.82  0.948
O1 -7.19 1.10 -1.40  -0.358
C7 -6.80 3.38 0.04  -2.217
C8 -8.76 3.75 -1.51  -1.661
C9 -10.13 0.96 -2.15  -1.547
H1 -9.82 -1.55 -0.88  0.403
H2 -8.33 -1.10 0.06  0.370
H3 -8.32 -1.04 -1.74  0.440
H4 -9.87 0.44 1.36  0.330
H5 -11.29 0.37 0.24  0.476
H6 -11.24 2.43 1.59  0.426
H7 -11.00 2.87 -0.03  0.339
H8 -8.52 2.66 1.78  0.380
H9 -9.34 4.13 1.20  0.451
H10 -6.36 3.59 -0.94  0.422
H11 -6.23 2.70 0.60  0.726
H12 -6.97 4.30 0.54  0.496
H13 -8.16 3.39 -2.33  0.497
H14 -8.55 4.80 -1.32  0.436
H15 -9.80 3.73 -1.77  0.347
H16 -10.92 0.20 -2.31  0.480
H17 -9.39 0.95 -2.97  0.399
H18 -10.62 1.88 -2.02  0.358
C10 -9.57 0.31 -8.84  -1.382
C11 -8.99 1.47 -9.58  0.616
C12 -7.27 1.85 -9.19  -0.621
C13 -6.55 1.00 -10.11  -0.259
C14 -6.38 1.42 -11.49  -0.925
C15 -7.96 0.58 -12.07  0.395
N2 -9.00 1.26 -11.11  0.923
O2 -10.01 1.40 -11.65  -0.313
C16 -8.08 -0.91 -11.95  -1.314
C17 -8.08 1.13 -13.43  -1.456
C18 -9.71 2.89 -9.43  -1.473
H19 -10.55 -0.09 -9.15  0.397
H20 -9.63 0.57 -7.78  0.369
H21 -9.01 -0.62 -9.03  0.338
H22 -7.30 1.62 -8.09  0.391
H23 -7.03 2.84 -9.47  0.373
H24 -6.36 -0.06 -9.94  0.329
H25 -5.53 1.76 -10.10  0.227
H26 -5.81 0.84 -12.15  0.549
H27 -6.44 2.46 -11.88  0.393
H28 -7.43 -1.61 -12.48  0.366
H29 -9.06 -1.13 -12.41  0.446
H30 -8.22 -1.23 -10.91  0.218
H31 -7.36 0.75 -14.24  0.375
H32 -8.28 2.20 -13.52  0.408
H33 -8.98 0.56 -13.77  0.418
H34 -10.80 2.72 -9.64  0.433
H35 -9.35 3.62 -10.19  0.406
H36 -9.69 3.20 -8.37  0.373
C19 -5.26 -6.01 -1.21  -1.680
C20 -4.77 -6.62 0.08  1.203
C21 -5.58 -6.07 1.24  -1.155
C22 -5.57 -6.89 2.52  -0.611
C23 -6.03 -8.29 2.19  -1.190
C24 -5.06 -9.07 1.29  1.510
N3 -4.90 -8.17 0.08  0.915
O3 -4.84 -8.66 -1.06  -0.346
C25 -5.56 -10.38 0.72  -1.783
C26 -3.67 -9.30 1.79  -1.979
C27 -3.27 -6.39 0.15  -1.413
H37 -4.65 -6.44 -2.01  0.453
H38 -5.12 -4.89 -1.28  0.323
H39 -6.31 -6.07 -1.43  0.459
H40 -6.63 -6.00 0.91  0.433
H41 -5.30 -5.06 1.50  0.426
H42 -6.26 -6.50 3.29  0.413
H43 -4.57 -6.85 2.99  0.326
H44 -6.96 -8.18 1.65  0.440
H45 -6.27 -8.81 3.14  0.454
H46 -4.87 -11.02 0.17  0.377
H47 -6.50 -10.30 0.12  0.471
H48 -5.93 -10.99 1.55  0.449
H49 -3.12 -9.68 0.98  0.583
H50 -3.82 -10.05 2.56  0.483
H51 -3.10 -8.49 2.28  0.322
H52 -3.11 -5.32 0.30  0.402
H53 -2.77 -6.63 -0.81  0.405
H54 -2.86 -6.85 1.05  0.302
C28 1.10 -9.33 4.97  -1.372
C29 1.81 -9.91 3.63  1.351
C30 3.24 -10.35 3.85  -0.641
C31 3.92 -11.21 2.96  -1.025
C32 2.75 -13.05 3.34  -1.283
C33 1.67 -12.39 2.55  1.087
N4 1.05 -11.17 3.08  0.680
O4 -0.14 -10.96 2.79  -0.381
C34 0.83 -13.73 3.17  -1.413
C35 1.51 -12.50 1.07  -1.488
C36 1.59 -8.88 2.50  -1.637
H55 0.02 -9.16 4.93  0.318
H56 1.71 -8.41 5.27  0.362
H57 1.36 -10.14 5.70  0.387
H58 3.56 -10.66 4.84  0.297
H59 3.64 -9.39 3.59  0.419
H60 4.62 -11.99 3.31  0.502
H61 4.03 -11.13 1.86  0.276
H62 2.90 -13.03 4.40  0.386
H63 3.44 -13.66 2.80  0.523
H64 -0.10 -13.93 2.56  0.353
H65 0.53 -13.65 4.23  0.462
H66 1.28 -14.76 3.08  0.423
H67 1.97 -11.68 0.55  0.362
H68 0.48 -12.39 0.78  0.412
H69 2.03 -13.41 0.68  0.386
H70 0.51 -8.75 2.36  0.373
H71 2.09 -9.18 1.58  0.429
H72 1.97 -7.90 2.82  0.463
C37 2.96 1.44 12.84  -1.318
C38 3.97 0.35 13.07  0.689
C39 3.53 -1.11 13.44  -0.788
C40 3.24 -1.67 12.10  0.183
C41 3.92 -2.43 11.30  -0.790
C42 4.50 -0.45 10.46  0.307
N5 4.91 0.25 11.79  0.801
O5 5.80 1.06 11.57  -0.458
C43 3.37 0.21 9.63  -1.221
C44 5.65 -1.05 9.85  -1.491
C45 5.05 0.82 14.20  -1.399
H73 2.41 1.78 13.70  0.432
H74 2.20 1.28 12.08  0.256
H75 3.54 2.34 12.56  0.414
H76 2.62 -1.06 14.10  0.399
H77 4.28 -1.69 13.97  0.374
H78 2.20 -1.50 11.76  0.281
H79 3.12 -3.60 12.15  0.315
H80 3.43 -2.72 10.37  0.454
H81 4.98 -2.77 11.40  0.250
H82 3.70 1.23 9.27  0.321
H83 2.48 0.37 10.31  0.176
H84 3.09 -0.30 8.69  0.342
H85 5.28 -1.76 9.10  0.403
H86 6.24 -1.55 10.58  0.491
H87 6.26 -0.30 9.31  0.332
H88 5.78 0.05 14.45  0.395
H89 4.46 0.98 15.10  0.449
H90 5.48 1.80 13.84  0.400
C46 -1.98 7.03 -3.05  -1.332
C47 -2.57 8.37 -3.33  -0.325
C48 -1.92 9.36 -2.42  -0.230
C49 -2.51 10.77 -2.51  -1.186
N6 -1.66 11.73 -1.74  0.413
C50 -2.27 13.20 -1.65  -0.761
C51 -1.69 14.02 -2.77  -0.731
C52 -0.22 13.55 -2.57  -0.712
C53 -0.35 12.03 -2.48  -0.594
C54 -1.25 11.30 -0.32  -1.065
C55 -2.39 11.15 0.68  -0.237
C56 -1.91 10.61 2.02  -1.482
H91 -2.27 6.62 -2.09  0.282
H92 -0.90 7.00 -3.16  0.295
H93 -2.29 6.22 -3.71  0.439
H94 -3.66 8.36 -3.27  0.344
H95 -2.30 8.68 -4.36  0.302
H96 -0.85 9.45 -2.66  0.382
H97 -2.12 8.97 -1.42  0.201
H98 -3.49 10.92 -2.05  0.487
H99 -2.52 11.12 -3.55  0.452
H100 -1.86 13.59 -0.72  0.482
H101 -3.31 13.09 -1.57  0.411
H102 -1.76 15.07 -2.61  0.430
H103 -2.13 13.81 -3.74  0.310
H104 0.07 13.97 -1.62  0.318
H105 0.56 13.77 -3.28  0.441
H106 0.46 11.48 -1.95  0.326
H107 -0.47 11.60 -3.51  0.440
H108 -0.46 12.11 -0.09  0.635
H109 -0.64 10.43 -0.44  0.506
H110 -3.15 10.47 0.30  0.268
H111 -2.88 12.07 0.96  0.362
H112 -2.70 10.70 2.74  0.443
H113 -1.22 11.33 2.52  0.362
H114 -1.51 9.61 2.02  0.329
C57 -1.63 0.30 -1.84  -1.291
C58 -2.47 0.87 -0.69  -0.282
C59 -1.59 0.99 0.53  -0.668
C60 -2.27 1.81 1.63  -1.441
N7 -1.46 2.26 2.80  0.230
C61 -2.43 2.90 3.74  -0.669
C62 -2.70 4.36 3.20  -0.599
C63 -1.51 4.57 2.23  -0.853
C64 -0.61 3.40 2.46  -0.575
C65 -0.62 1.07 3.30  -1.035
C66 -1.47 -0.09 3.87  -0.108
C67 -0.56 -1.28 4.24  -1.474
H115 -1.29 -0.72 -1.46  0.298
H116 -0.74 0.89 -1.97  0.355
H117 -2.23 0.13 -2.73  0.400
H118 -3.32 0.23 -0.45  0.306
H119 -2.87 1.90 -0.86  0.282
H120 -0.68 1.49 0.22  0.386
H121 -1.25 0.01 0.91  0.376
H122 -3.11 1.26 2.03  0.611
H123 -2.66 2.76 1.24  0.567
H124 -1.98 2.94 4.76  0.464
H125 -3.31 2.27 3.87  0.394
H126 -2.76 5.12 3.97  0.403
H127 -3.64 4.52 2.67  0.222
H128 -0.87 5.46 2.42  0.487
H129 -1.81 4.55 1.20  0.315
H130 -0.11 3.54 3.43  0.621
H131 0.10 3.18 1.65  0.491
H132 0.04 1.40 4.12  0.565
H133 0.02 0.83 2.48  0.430
H134 -2.12 -0.47 3.08  0.236
H135 -2.10 0.27 4.68  0.399
H136 0.17 -1.09 5.03  0.374
H137 -0.10 -1.76 3.40  0.364
H138 -1.22 -2.03 4.66  0.424
C68 6.49 -1.35 2.41  -1.296
C69 7.79 -2.11 2.73  -0.539
C70 8.99 -1.15 3.03  -0.783
C71 9.65 -0.55 1.74  -1.152
N8 11.14 -0.56 1.76  0.117
C72 11.66 0.32 2.94  -0.749
C73 13.03 0.89 2.58  -0.717
C74 13.00 0.98 1.05  -0.605
C75 11.71 0.22 0.59  -0.614
C76 11.89 -1.93 1.89  -1.015
C77 11.29 -3.03 1.02  0.031
C78 11.97 -4.32 1.34  -1.403
H139 5.97 -0.80 3.22  0.314
H140 5.71 -2.03 2.12  0.431
H141 6.58 -0.76 1.50  0.301
H142 8.09 -2.81 1.90  0.177
H143 7.67 -2.84 3.52  0.465
H144 9.72 -1.65 3.66  0.414
H145 8.64 -0.42 3.71  0.614
H146 9.40 0.51 1.63  0.611
H147 9.29 -1.09 0.88  0.699
H148 11.56 -0.19 3.89  0.503
H149 10.88 1.05 2.86  0.457
H150 13.76 0.13 2.92  0.331
H151 13.38 1.81 3.04  0.448
H152 13.85 0.49 0.67  0.335
H153 12.91 2.00 0.76  0.341
H154 11.87 -0.50 -0.20  0.320
H155 10.97 0.90 0.19  0.446
H156 11.87 -2.13 2.95  0.439
H157 12.96 -1.78 1.69  0.599
H158 11.46 -2.77 0.01  0.384
H159 10.18 -3.06 1.08  -0.027
H160 11.41 -4.71 2.18  0.365
H161 13.03 -4.22 1.59  0.365
H162 11.79 -5.02 0.54  0.392
C79 5.14 8.39 -2.79  -0.907
C80 5.66 7.12 -3.50  -0.494
N9 5.16 6.92 -4.92  0.069
C81 5.80 7.43 -6.10  -0.262
C82 4.86 7.42 -7.04  -0.468
N10 3.64 7.09 -6.49  0.146
C83 3.88 6.78 -5.25  -0.176
C84 2.33 6.94 -7.18  -0.801
H163 5.92 9.16 -2.82  0.318
H164 4.78 8.30 -1.73  0.301
H165 4.36 8.80 -3.40  0.312
H166 5.47 6.18 -2.99  0.375
H167 6.76 7.19 -3.73  0.312
H168 6.87 7.60 -6.09  0.425
H169 5.11 7.60 -8.10  0.399
H170 3.13 6.65 -4.51  0.466
H171 2.13 7.89 -7.68  0.367
H172 1.57 6.78 -6.42  0.279
H173 2.34 6.08 -7.82  0.341
C85 4.64 -3.82 -3.92  -1.073
C86 5.33 -2.87 -4.89  -0.482
N11 6.06 -3.49 -6.01  0.147
C87 5.43 -4.14 -7.06  -0.410
C88 6.37 -4.63 -7.89  -0.243
N12 7.57 -4.25 -7.34  0.008
C89 7.36 -3.59 -6.18  -0.059
C90 8.93 -4.44 -7.89  -0.737
H174 5.28 -4.67 -3.69  0.344
H175 3.74 -4.22 -4.38  0.341
H176 4.38 -3.34 -2.97  0.332
H177 6.16 -2.39 -4.38  0.315
H178 4.62 -2.13 -5.25  0.315
H179 4.36 -4.19 -7.23  0.394
H180 6.32 -5.14 -8.85  0.433
H181 8.18 -3.17 -5.65  0.407
H182 8.81 -4.87 -8.91  0.279
H183 9.55 -4.97 -7.19  0.327
H184 9.46 -3.49 -8.06  0.362

Its gap between HOMO and LUMO is 2.911 eV. Its net charge is +10.